C25H24AuN8S as an isolated structure. Source: the OMol25 dataset; level of theory: wB97M-V/def2-TZVPD.

## Properties
Charge: +3
<S²>: 2.0285
HOMO level (alpha / beta) (eV): -16.6 / -16.6
Multiplicity: 3
Total energy (Eh): -1938.109006
Largest force on an atom (eV Å⁻¹): 0.18

Last column: Mulliken spin population.
Positions of all 59 atoms, in Å:
H (0.33, -3.86, -5.74)  0.0001
N (0.44, -2.46, -1.55)  0.0664
C (3.16, -0.70, 0.89)  0.0012
H (3.40, -2.48, -1.01)  0.0005
N (1.59, -2.69, -3.40)  0.0005
C (0.22, 0.08, 6.06)  0.0008
C (-4.78, -3.54, 1.03)  0.1991
C (-4.17, -0.95, 2.29)  0.0165
S (-0.98, -4.01, 1.46)  0.6402
H (3.76, -1.61, 1.00)  0.0011
H (-4.94, -1.48, 2.84)  0.0001
H (-2.33, -3.23, -1.53)  0.0099
H (2.23, 0.85, 6.01)  0.0003
N (-2.34, -1.05, 0.75)  0.0175
C (-3.32, -1.60, 1.43)  -0.0125
C (-0.66, -0.98, 4.05)  0.0133
C (1.61, -2.27, -2.14)  -0.0036
C (-4.00, 0.42, 2.45)  -0.0033
N (-3.35, -5.21, 1.16)  0.0852
H (3.41, -1.10, -2.11)  0.0040
C (-0.24, -3.75, -4.82)  0.0003
C (-2.31, -3.95, -3.56)  -0.0008
H (-3.35, -4.24, -3.57)  0.0004
C (0.57, -0.72, 3.46)  -0.0319
C (-2.78, -6.56, 1.17)  -0.0022
C (-0.41, -3.04, -2.49)  -0.0441
H (0.05, 0.39, 7.08)  0.0001
C (1.44, 0.35, 5.47)  0.0006
N (-3.55, -3.02, 1.19)  0.0697
H (-5.41, -5.68, 0.87)  0.0061
C (1.59, -0.07, 4.15)  -0.0037
H (-5.66, -2.93, 0.94)  0.0076
H (-2.21, -6.70, 2.09)  0.0011
C (0.32, -3.20, -3.67)  -0.0038
C (-2.62, -4.05, 1.26)  -0.0741
C (2.79, -1.68, -1.42)  0.0051
H (2.00, 0.07, -0.64)  -0.0265
C (-4.65, -4.92, 1.00)  0.1544
H (-2.04, -4.55, -5.61)  0.0000
H (3.85, 0.14, 0.79)  0.0041
H (-1.45, -1.48, 3.51)  0.0073
N (2.66, 0.03, 3.26)  0.0000
H (-2.12, -6.69, 0.31)  0.0019
C (-1.56, -4.12, -4.74)  0.0005
N (1.05, -1.00, 2.18)  0.0947
Au (0.39, -1.88, 0.44)  0.5335
C (2.29, -0.53, 2.11)  -0.0058
H (-4.64, 0.99, 3.11)  0.0003
H (-1.39, 0.73, 0.34)  0.0014
C (-1.75, -3.41, -2.43)  0.0284
H (-2.82, 2.11, 1.81)  0.0001
N (2.30, -0.85, -0.30)  0.2219
C (-2.18, 0.27, 0.91)  -0.0005
H (3.55, 0.45, 3.46)  0.0017
C (-2.99, 1.04, 1.73)  0.0073
H (-1.75, -0.75, 5.87)  0.0002
C (-0.81, -0.57, 5.36)  0.0048
H (2.36, -2.64, -4.06)  0.0016
H (-3.59, -7.28, 1.13)  0.0012